The following is a quantum chemistry calculation of a 9-piece molecular cluster, C48H121N7O6S2 overall, from OMol25.

The geometry in XYZ format:
```
184
Properties=species:S:1:pos:R:3:mulliken_charge:R:1
C 14.506 13.893 -1.850 -1.34
C 15.056 14.092 -3.279 -0.04
O 14.219 15.049 -3.838 -0.33
S 13.841 15.057 -5.470 1.13
C 15.497 15.354 -6.265 -0.68
O 13.438 13.665 -5.830 -0.60
O 12.951 16.207 -5.749 -0.58
H 14.538 14.791 -1.233 0.32
H 15.029 13.106 -1.306 0.36
H 13.440 13.667 -1.865 0.33
H 16.110 14.371 -3.257 0.23
H 15.050 13.189 -3.890 0.39
H 16.159 14.688 -5.712 0.11
H 15.862 16.371 -6.124 0.33
H 15.438 15.103 -7.325 0.34
C 29.098 21.406 -5.772 -1.21
C 28.270 22.344 -6.628 -0.13
O 26.941 21.798 -6.780 -0.26
S 25.766 22.478 -7.743 1.05
C 25.114 23.611 -6.393 -0.91
O 26.491 23.298 -8.737 -0.61
O 24.765 21.482 -8.059 -0.53
H 28.758 21.245 -4.749 0.32
H 30.136 21.735 -5.710 0.38
H 29.174 20.446 -6.282 0.30
H 28.278 23.358 -6.230 0.30
H 28.673 22.428 -7.638 0.29
H 25.863 24.375 -6.187 0.32
H 24.970 22.988 -5.510 0.31
H 24.217 24.057 -6.824 0.37
C 21.866 12.072 -19.319 -1.10
C 22.589 13.151 -18.464 -0.55
N 24.014 13.300 -18.861 0.12
C 24.293 14.144 -20.000 -0.44
C 23.850 15.654 -19.878 -1.36
C 24.799 12.065 -18.932 -0.54
C 24.980 11.501 -17.485 -1.22
H 22.247 11.074 -19.103 0.28
H 21.997 12.175 -20.396 0.30
H 20.803 11.997 -19.091 0.40
H 22.078 14.112 -18.518 0.39
H 22.471 12.802 -17.438 0.19
H 25.363 14.261 -20.170 0.39
H 23.910 13.764 -20.947 0.28
H 24.127 16.126 -18.935 0.33
H 24.198 16.316 -20.670 0.42
H 22.774 15.709 -20.048 0.32
H 25.791 12.354 -19.279 0.42
H 24.411 11.344 -19.651 0.38
H 24.080 11.385 -16.881 0.27
H 25.572 12.202 -16.896 0.33
H 25.531 10.564 -17.566 0.38
C 26.700 16.388 -5.213 -1.37
C 26.101 15.047 -4.832 -0.14
N 26.582 13.947 -5.724 0.02
C 26.149 14.145 -7.104 -0.13
C 27.099 13.492 -8.104 -1.32
C 26.163 12.622 -5.198 -0.32
C 26.935 12.378 -3.839 -1.26
H 26.296 16.625 -6.197 0.29
H 27.789 16.375 -5.249 0.30
H 26.378 17.191 -4.549 0.43
H 26.377 14.943 -3.783 0.33
H 25.012 15.044 -4.784 0.17
H 25.139 13.789 -7.308 0.18
H 26.219 15.179 -7.441 0.22
H 27.090 12.438 -7.826 0.27
H 26.699 13.513 -9.117 0.39
H 28.141 13.814 -8.111 0.30
H 26.689 11.916 -5.841 0.27
H 25.088 12.441 -5.223 0.31
H 26.909 11.331 -3.536 0.45
H 26.443 12.957 -3.057 0.29
H 27.990 12.638 -3.921 0.31
C 21.902 4.151 -9.249 -1.30
C 22.548 5.515 -8.930 -0.35
N 22.904 6.217 -10.202 -0.01
C 23.750 7.455 -9.899 -0.50
C 25.124 7.249 -9.226 -1.25
C 21.789 6.475 -11.098 -0.83
C 20.629 7.328 -10.534 -0.91
H 21.635 3.780 -8.260 0.43
H 22.588 3.467 -9.749 0.29
H 20.921 4.268 -9.709 0.33
H 21.818 6.091 -8.362 0.30
H 23.441 5.487 -8.306 0.31
H 23.941 7.966 -10.843 0.38
H 23.181 8.203 -9.348 0.32
H 25.741 6.595 -9.843 0.31
H 25.624 8.210 -9.114 0.38
H 25.025 6.738 -8.268 0.34
H 21.433 5.475 -11.347 0.40
H 22.341 6.959 -11.904 0.47
H 20.000 7.592 -11.384 0.39
H 21.025 8.261 -10.134 0.24
H 20.139 6.676 -9.811 0.24
C 20.635 15.125 -3.731 -1.48
C 20.700 13.706 -4.322 -0.24
N 20.060 12.621 -3.559 0.21
C 20.748 12.555 -2.304 -0.39
C 20.207 11.488 -1.349 -1.36
C 20.164 11.451 -4.397 -0.25
C 19.088 11.455 -5.506 -1.25
H 19.596 15.401 -3.550 0.25
H 20.985 15.843 -4.472 0.43
H 21.255 15.345 -2.862 0.40
H 20.195 13.739 -5.288 0.27
H 21.742 13.449 -4.513 0.18
H 20.641 13.545 -1.860 0.33
H 21.825 12.419 -2.395 0.31
H 20.478 10.485 -1.678 0.34
H 19.121 11.450 -1.258 0.31
H 20.686 11.552 -0.372 0.42
H 21.155 11.285 -4.818 0.28
H 19.942 10.524 -3.869 0.30
H 19.223 10.759 -6.334 0.40
H 18.092 11.328 -5.083 0.28
H 19.040 12.345 -6.133 0.26
C 19.496 14.793 -13.031 -0.86
C 19.607 14.013 -11.711 -0.86
N 20.733 14.292 -10.790 -0.03
C 22.018 14.388 -11.517 -0.28
C 22.410 13.055 -12.200 -1.41
C 20.463 15.592 -10.092 -0.24
C 21.505 16.374 -9.269 -1.40
H 18.544 14.632 -13.536 0.40
H 20.272 14.393 -13.685 0.20
H 19.702 15.862 -12.987 0.22
H 18.646 14.150 -11.213 0.43
H 19.481 12.938 -11.840 0.45
H 22.028 15.134 -12.313 0.27
H 22.771 14.800 -10.845 0.49
H 21.624 12.660 -12.845 0.29
H 23.395 13.146 -12.658 0.39
H 22.510 12.321 -11.401 0.35
H 19.694 15.301 -9.376 0.30
H 19.973 16.307 -10.753 0.25
H 21.174 17.165 -8.596 0.39
H 22.294 16.730 -9.931 0.34
H 22.033 15.742 -8.555 0.34
C 15.565 22.919 -7.399 -1.03
C 15.924 21.492 -7.092 -0.81
N 17.372 21.171 -7.088 0.15
C 17.976 21.800 -5.867 -0.53
C 19.337 21.172 -5.575 -1.37
C 18.093 21.299 -8.295 -0.42
C 17.451 20.306 -9.305 -1.34
H 14.483 23.026 -7.478 0.40
H 15.898 23.173 -8.406 0.24
H 16.087 23.539 -6.670 0.28
H 15.574 21.231 -6.093 0.43
H 15.323 20.809 -7.692 0.42
H 18.114 22.876 -5.978 0.32
H 17.341 21.652 -4.994 0.44
H 19.303 20.083 -5.554 0.29
H 19.940 21.653 -6.346 0.34
H 19.708 21.564 -4.628 0.42
H 19.133 21.026 -8.111 0.36
H 18.050 22.343 -8.603 0.34
H 17.956 20.433 -10.263 0.43
H 16.465 20.666 -9.599 0.31
H 17.482 19.324 -8.832 0.31
C 22.482 20.031 -14.364 -0.99
C 23.592 19.117 -14.838 -0.62
N 24.800 19.875 -15.243 0.02
C 25.395 20.748 -14.235 -0.30
C 25.775 19.921 -13.036 -1.43
C 24.592 20.680 -16.503 -0.52
C 25.884 20.787 -17.325 -1.22
H 22.820 20.684 -13.559 0.27
H 21.787 19.445 -13.763 0.39
H 22.019 20.587 -15.179 0.28
H 23.894 18.446 -14.035 0.34
H 23.294 18.523 -15.702 0.34
H 26.263 21.218 -14.697 0.39
H 24.827 21.633 -13.949 0.34
H 24.911 19.767 -12.390 0.28
H 26.266 18.966 -13.221 0.34
H 26.537 20.413 -12.431 0.43
H 24.229 21.674 -16.238 0.30
H 23.798 20.282 -17.136 0.43
H 26.232 19.877 -17.814 0.29
H 26.746 21.130 -16.754 0.28
H 25.808 21.489 -18.155 0.38
```

* LUMO: 0.16 eV
* E_HOMO: -8.1330 eV
* charge: 0
* SMILES string: CCOS(C)(=O)=O.CCOS(C)(=O)=O.CCN(CC)CC.CCN(CC)CC.CCN(CC)CC.CCN(CC)CC.CCN(CC)CC.CCN(CC)CC.CCN(CC)CC
* energy above the lowest of the compared OMol25 structures with the same formula, charge and spin: 114.0 kcal per mole